(1)
Computed, not measured: 2 unconnected molecules or ions with the total composition C4H10N2O2 in a non-equilibrium geometry, with ωB97M-V/def2-TZVPD.

The highest occupied orbital energy comes out at -7.78 eV. The energy comes out at -11380.39182 eV. Its largest force on an atom is 1.8 eV/A.

```
! RIJCOSX wB97M-V def2-TZVPD def2/J DEFGRID3
* xyz 0 1
O 1.8994 0.7000 -1.0296
O 0.0868 2.0089 0.2175
N -2.2749 -0.6761 -1.2356
N 1.0156 -0.1156 -0.2854
C -1.2795 0.0731 -1.5003
C -0.9191 0.1494 1.3988
C -0.0985 0.8135 0.3366
C 1.7935 -0.9764 0.6105
H 1.1170 -1.6706 1.1061
H 2.3211 -0.3719 1.3508
H -1.8063 0.7564 1.5685
H -1.3263 0.8538 -2.2837
H 2.5135 -1.5315 0.0120
H -1.2306 -0.8530 1.1106
H 0.0462 -0.3956 -1.0634
H 1.5736 1.6056 -0.8142
H -0.3368 0.1125 2.3239
H -3.0949 -0.4824 -1.8232
*
```

(2)
Computed, not measured: 2 unconnected molecules or ions with the total composition C4H10N2O2, with ωB97M-V/def2-TZVPD.

The SMILES is CNC(C)=O.NC=O. The highest occupied orbital energy comes out at -9.67 eV. The energy comes out at -11385.97250 eV. Its largest force on an atom is 0.9 eV/A.

```
! RIJCOSX wB97M-V def2-TZVPD def2/J DEFGRID3
* xyz 0 1
O -0.1383 2.5271 3.3677
O 0.9261 -1.3520 -1.4427
N 2.0129 1.7597 3.3640
N -1.3071 -1.3900 -1.7930
C -0.1067 0.6636 -2.2851
C -1.4383 -2.7656 -1.3540
C 0.9756 2.4852 3.8581
C -0.0938 -0.7715 -1.8027
H 1.2533 3.0521 4.7796
H -2.1341 -0.8723 -2.1007
H -0.7484 1.2907 -1.6435
H -0.4755 0.7288 -3.3225
H 2.9260 1.7682 3.8252
H -0.8372 -3.4408 -1.9861
H 0.9212 1.0623 -2.2514
H 1.8716 1.2000 2.5194
H -1.1102 -2.8789 -0.3070
H -2.4970 -3.0666 -1.4254
*
```

(3)
Computed, not measured: a single C4H10N2O2 molecule in a non-equilibrium geometry, with ωB97M-V/def2-TZVPD.

The SMILES is C[C@H](CO)NC(N)=O. The highest occupied orbital energy comes out at -9.67 eV. The energy comes out at -11385.58880 eV. Its largest force on an atom is 2.5 eV/A.

```
! RIJCOSX wB97M-V def2-TZVPD def2/J DEFGRID3
* xyz 0 1
O -1.0448 0.5303 -1.7504
O 1.8276 -0.5337 -1.7630
N -2.6998 1.2975 -0.3903
N -0.7968 0.1659 0.4648
C -1.4789 0.6558 -0.6295
C 0.4556 -0.5126 0.2225
C 1.0825 -0.8704 1.5993
C 1.4971 0.2768 -0.6742
H 0.3744 -1.5261 -0.1907
H -1.1206 0.3514 1.3965
H -3.3116 0.8568 0.2822
H 1.1453 -0.9959 -2.2238
H 1.2492 -0.0334 2.2811
H -3.2449 1.5763 -1.1891
H 1.1865 1.2704 -0.9619
H 2.0996 -1.2853 1.5211
H 0.4052 -1.6232 2.0319
H 2.3742 0.3995 -0.0263
*
```

(4)
Computed, not measured: 2 unconnected molecules or ions with the total composition C4H10N2O2 in a non-equilibrium geometry, with ωB97M-V/def2-TZVPD.

The SMILES is [H]/N=C(/C)O.C/C=N/O. The highest occupied orbital energy (alpha / beta) comes out at -8.61 / -8.61 eV. The energy comes out at -11381.41452 eV. Its largest force on an atom is 4.6 eV/A.

```
! RIJCOSX wB97M-V def2-TZVPD def2/J DEFGRID3
* xyz 0 1
O 1.0382 1.1374 -0.5247
O -0.8252 -0.8288 -1.4441
N 2.9331 0.7170 0.7874
N -1.5973 -0.8042 -0.2714
C 2.1458 -1.1205 -0.5079
C -2.8073 0.7976 0.9889
C 2.0202 0.2503 0.0728
C -1.5307 0.2136 0.4916
H -1.1977 -1.5248 -2.0015
H 2.2228 -1.0711 -1.5937
H 1.2695 -1.7144 -0.2559
H 2.8613 1.7021 1.0197
H -2.7210 1.8795 1.0717
H 3.0228 -1.6188 -0.1062
H -3.6310 0.5427 0.3279
H 0.4953 0.6590 -1.1727
H -0.6753 0.3927 1.1411
H -3.0235 0.3906 1.9770
*
```

(5)
Computed, not measured: a single C4H10N2O2 molecule in a non-equilibrium geometry, with ωB97M-V/def2-TZVPD.

The highest occupied orbital energy comes out at -8.36 eV. The energy comes out at -11382.79987 eV. Its largest force on an atom is 2.3 eV/A.

```
! RIJCOSX wB97M-V def2-TZVPD def2/J DEFGRID3
* xyz 0 1
O -0.8570 -1.6061 -0.5624
O -0.0284 1.6654 0.6348
N 1.2965 -0.3513 0.6113
N -0.9358 -0.3655 1.7328
C -1.6859 0.4619 -1.3380
C 0.0138 0.4077 0.6673
C 2.1464 0.0878 -0.4977
C -0.9351 -0.3278 -0.3478
H 2.2630 1.1767 -0.5244
H 1.7048 -0.2211 -1.4497
H -0.9952 1.1528 -1.8312
H -2.3816 1.1062 -0.7979
H -0.3410 -1.9758 0.1915
H -0.4380 -0.8661 2.4665
H 3.1248 -0.3863 -0.4115
H -1.5742 0.3388 2.0838
H -2.1493 -0.1424 -2.1155
H 1.7724 -0.1549 1.4880
*
```

(6)
Computed, not measured: 2 unconnected molecules or ions with the total composition C4H10N2O2 in a non-equilibrium geometry, with ωB97M-V/def2-TZVPD.

The highest occupied orbital energy (alpha / beta) comes out at -14.32 / -14.11 eV. The energy comes out at -11371.70047 eV. Its largest force on an atom is 3.2 eV/A.

```
! RIJCOSX wB97M-V def2-TZVPD def2/J DEFGRID3
* xyz 1 2
O 2.0319 0.9234 0.5898
O -3.1326 -1.8991 -0.3766
N -2.4995 0.4181 -0.4086
N 0.8639 -1.1232 -0.7102
C -1.0825 0.1756 -0.2376
C 2.8398 1.7641 1.3033
C -0.5321 -1.0755 -0.9618
C -3.2893 -0.6693 -0.2514
H 2.2284 2.5121 1.8362
H 1.3821 -1.9891 -0.9126
H 1.4137 -0.3643 -0.2645
H -1.0183 -1.9961 -0.6620
H -0.7178 -0.8376 -2.0216
H 3.6033 2.2509 0.6587
H -4.3167 -0.4016 -0.0032
H -0.4850 1.0876 -0.3553
H 3.5805 1.1429 1.9247
H -0.8699 0.0809 0.8527
*
```

(7)
Computed, not measured: a single C4H10N2O2S molecule in a non-equilibrium geometry, with ωB97M-V/def2-TZVPD.

The SMILES is CS(=O)(=O)N1CCCN1. The highest occupied orbital energy comes out at -9.75 eV. The energy comes out at -22217.16231 eV. Its largest force on an atom is 4.4 eV/A.

```
! RIJCOSX wB97M-V def2-TZVPD def2/J DEFGRID3
* xyz 0 1
S -0.0789 1.1008 1.4959
O -0.7002 -0.0547 2.0813
O 0.9206 1.8138 2.2880
N -0.5232 0.1557 -0.8244
N 0.5088 0.7899 -0.1451
C 1.7596 -0.4931 -0.0361
C 0.9759 -1.6770 -0.5465
C -1.3982 2.2509 1.0832
C -0.4702 -1.2298 -0.5052
H 2.4418 0.0089 -0.7139
H -1.2807 -1.8037 -1.1354
H -1.5671 2.9038 1.9493
H 1.9169 -0.4131 1.0086
H -0.2636 0.2269 -1.8347
H -2.4650 1.7811 0.9766
H 0.9685 -2.6591 -0.1392
H 1.4023 -2.0345 -1.5257
H -1.1432 2.9108 0.3384
H -0.9578 -1.2980 0.5609
*
```

(8)
Computed, not measured: a single C4H10N2O3 molecule in a non-equilibrium geometry, with ωB97M-V/def2-TZVPD.

The SMILES is C[C@@H](OC(=O)O)N(C)N. The highest occupied orbital energy comes out at -9.12 eV. The energy comes out at -13431.95200 eV. Its largest force on an atom is 2.0 eV/A.

```
! RIJCOSX wB97M-V def2-TZVPD def2/J DEFGRID3
* xyz 0 1
O 2.7995 -0.9709 -0.0951
O 2.6345 0.7369 1.3482
O 1.2002 0.5650 -0.3794
N -1.0809 0.6993 -0.0797
N -2.3462 0.0827 0.0142
C 0.0138 -0.2193 -0.2692
C -0.9020 1.6089 1.0405
C 2.1931 0.1146 0.4253
C -0.1641 -1.1253 -1.4780
H -0.9198 1.0796 2.0040
H 0.0440 2.1293 0.9294
H 0.7640 -1.6624 -1.6517
H 3.5806 -1.2001 0.4278
H -2.6377 -0.2280 -0.9051
H -2.3428 -0.7143 0.6565
H -1.7221 2.3216 1.0109
H -0.9618 -1.8444 -1.3155
H 0.2355 -0.8606 0.6660
H -0.3878 -0.5124 -2.3489
*
```

(9)
Computed, not measured: a molecular structure, C4H10N2O3, with ωB97M-V/def2-TZVPD.

The highest occupied orbital energy comes out at -8.70 eV. The energy comes out at -13429.16931 eV. Its largest force on an atom is 0.7 eV/A.

```
! RIJCOSX wB97M-V def2-TZVPD def2/J DEFGRID3
* xyz 0 1
O -1.4032 0.7559 -1.0778
O 0.5421 -1.7963 0.7171
O -1.2869 0.4500 1.4178
N 0.6716 0.4653 1.0474
N -1.9855 -1.3065 -0.2614
C -1.2268 -0.1606 -0.2947
C 0.4746 -0.5181 0.1218
C 0.9336 1.7981 0.5716
C 1.2349 -0.5198 -1.1912
H -2.4746 -1.5046 -1.1216
H 1.9648 1.8034 0.1946
H 0.8672 2.4951 1.4047
H 2.3058 -0.6121 -1.0019
H -1.5729 -2.0977 0.2101
H -1.7635 1.2968 1.3742
H 0.9125 -1.3828 -1.7724
H 1.0269 0.3824 -1.7601
H 0.5024 -1.6482 1.6725
H 0.2766 2.0999 -0.2507
*
```

(10)
Computed, not measured: a single C4H10N2O3S molecule in a non-equilibrium geometry, with ωB97M-V/def2-TZVPD.

The SMILES is NC(N)(C1CC1)S(=O)(=O)O. The highest occupied orbital energy comes out at -9.44 eV. The energy comes out at -24265.77009 eV. Its largest force on an atom is 4.1 eV/A.

```
! RIJCOSX wB97M-V def2-TZVPD def2/J DEFGRID3
* xyz 0 1
S -1.4798 -0.3183 0.2606
O -2.6447 0.8146 0.4477
O -1.4293 -1.0895 1.4914
O -1.6347 -0.9324 -0.9962
N -0.0978 1.4988 -1.1708
N 0.1869 1.6896 1.2818
C 0.1325 0.7931 0.0140
C 1.3533 -0.0627 -0.1108
C 1.2883 -1.2149 -1.0506
C 1.4445 -1.4831 0.4016
H 2.1596 -1.1542 -1.7419
H -3.3887 0.6274 0.9774
H 0.0607 0.9180 -2.0747
H 2.2666 -1.9625 0.8984
H 0.4545 0.9803 1.9806
H -0.8780 2.0979 -1.0731
H 0.4960 -1.9714 0.7289
H 0.2496 -1.5219 -1.4161
H 2.2273 0.4876 -0.2543
H -0.7669 1.8037 1.4061
*
```

(11)
Computed, not measured: 2 unconnected molecules or ions with the total composition C4H10N2O4 in a non-equilibrium geometry, with ωB97M-V/def2-TZVPD.

The SMILES is C[C@@H](O)/N=[N+](\[O-])O.CC=O. The highest occupied orbital energy comes out at -9.84 eV. The energy comes out at -15474.92359 eV. Its largest force on an atom is 5.0 eV/A.

```
! RIJCOSX wB97M-V def2-TZVPD def2/J DEFGRID3
* xyz 0 1
O -0.0316 2.5915 -0.7626
O 2.3880 1.3495 0.4466
O -1.0865 -1.2038 1.3231
O -1.9403 1.8073 -1.4393
N -1.0485 1.6762 -0.6530
N -0.8458 0.8460 0.2441
C 2.8541 0.2795 0.6325
C -1.6902 -0.2834 0.4003
C 2.1095 -1.0024 0.3320
C -1.9615 -1.0897 -0.9150
H -2.4321 -1.9259 -0.4979
H 0.7199 2.4846 -0.2343
H -0.2498 -0.7506 1.5368
H 3.9735 0.3865 0.9693
H 2.1685 -1.7385 1.1145
H 2.4564 -1.4030 -0.6476
H 1.0946 -0.6140 0.2864
H -2.7079 -0.3975 -1.4312
H -2.7970 0.0022 0.8074
H -0.9732 -1.0144 -1.5120
*
```

(12)
Computed, not measured: a gas-phase ion, C4H10N2OS (charge -2) in a non-equilibrium geometry, with ωB97M-V/def2-TZVPD.

The SMILES is NC[C@H](C[S-])NC[O-]. The highest occupied orbital energy comes out at 0.43 eV. The energy comes out at -20170.34709 eV. Its largest force on an atom is 2.2 eV/A.

```
! RIJCOSX wB97M-V def2-TZVPD def2/J DEFGRID3
* xyz -2 1
S 2.3601 2.2388 -0.4026
O -3.0192 -0.4679 -1.2743
N 0.5051 -1.3342 2.0233
N -0.9297 -0.4555 -0.1724
C -1.7200 -0.2783 -1.4981
C 0.4674 -0.0062 -0.1700
C 0.6432 1.4835 -0.4978
C 1.1445 -0.3069 1.1846
H -0.4684 -1.0732 2.1880
H -1.4892 -0.1215 0.6060
H -1.5073 0.7348 -1.8779
H 2.0885 -0.8248 0.9712
H 0.8928 -0.6077 -0.9489
H 0.2899 1.6368 -1.5082
H 1.5112 0.5338 1.7706
H 0.3130 -2.1144 1.4014
H 0.1314 2.0561 0.2740
H -1.2135 -1.0933 -2.0688
*
```

(13)
Computed, not measured: 2 unconnected molecules or ions with the total composition C4H10N2OS in a non-equilibrium geometry, with ωB97M-V/def2-TZVPD.

The highest occupied orbital energy comes out at -7.86 eV. The energy comes out at -20170.45414 eV. Its largest force on an atom is 3.1 eV/A.

```
! RIJCOSX wB97M-V def2-TZVPD def2/J DEFGRID3
* xyz 0 1
S -1.0607 2.6767 0.9814
O 1.3284 -0.9591 -0.6139
N 0.9400 1.5631 -1.1107
N -0.6084 -1.3777 0.4867
C -1.3678 1.5274 -0.3934
C -1.3945 -0.8628 1.6242
C 0.2267 -0.5546 -0.2694
C -0.0962 0.8435 -0.5916
H -2.2299 0.8945 -0.2217
H -1.2702 -1.5785 2.4527
H 1.7300 0.9139 -1.1034
H -0.0393 -2.1911 0.7027
H 0.9188 2.4275 -0.5677
H 3.8368 -2.0043 -1.7966
H -1.5903 2.1224 -1.2850
H -1.0729 0.0952 2.0111
H -2.4405 -0.9008 1.3265
H 4.1900 -2.6352 -1.6319
*
```

(14)
Computed, not measured: a single C4H10N2OS molecule in a non-equilibrium geometry, with ωB97M-V/def2-TZVPD.

The SMILES is N[C@@H](CS)CNC=O. The highest occupied orbital energy comes out at -9.14 eV. The energy comes out at -20172.86435 eV. Its largest force on an atom is 1.2 eV/A.

```
! RIJCOSX wB97M-V def2-TZVPD def2/J DEFGRID3
* xyz 0 1
S -0.0810 1.9696 -2.1167
O 1.8694 1.0451 2.3895
N -1.0559 -1.4655 -1.0585
N 1.3054 -0.8694 1.2761
C 2.1757 0.0016 1.8650
C -0.3136 -0.3144 -0.5454
C -1.0109 1.0275 -0.8584
C -0.0743 -0.5306 0.9551
H -1.0634 2.8349 -2.3853
H -0.2729 0.4098 1.4587
H -1.7499 -1.8227 -0.4237
H 1.7571 -1.4358 0.5702
H 3.2100 -0.3909 1.8546
H -1.1988 1.6776 -0.0062
H 0.6209 -0.3328 -1.0991
H -0.7314 -1.2761 1.3859
H -1.9925 0.8079 -1.2601
H -1.3940 -1.3358 -2.0016
*
```